6
Properties=species:S:1:pos:R:3:lowdin_charge:R:1 method="wB97M-V/def2-TZVPD" energy_ev=-10450.06568 homo_energy_ev=-9.75 charge=0 gap_ev=7.82
Si 0.50 -0.89 1.22 0.674
N 0.63 -3.53 -0.20 0.048
C 0.45 -2.50 0.28 -0.567
H -0.86 -0.30 0.66 -0.165
H -2.78 0.83 2.84 0.002
H -3.11 1.19 2.30 0.008

=====

147
Properties=species:S:1:pos:R:3:lowdin_charge:R:1 method="wB97M-V/def2-TZVPD" energy_ev=-110489.52119 homo_energy_ev=-4.60 charge=-1 gap_ev=6.53
S -1.47 4.65 -0.60 0.951
O 2.16 -2.99 -4.41 -0.028
O 3.78 -3.79 -0.03 0.146
O -1.57 3.07 7.68 0.079
O -3.82 -7.33 -6.99 0.167
O -2.78 -5.33 -7.13 0.079
O -1.37 -4.37 6.25 0.081
O -1.48 0.95 6.90 0.163
O -2.29 2.63 5.62 0.055
O -3.42 -6.37 -8.99 0.057
O 0.08 -2.24 -4.13 0.134
O 1.54 -3.63 -0.06 0.080
O 1.59 1.28 0.60 -0.045
O 8.43 2.10 -3.85 0.170
O -7.25 10.80 1.28 0.157
O 2.53 -4.69 1.62 0.069
O -6.46 8.71 1.01 0.084
O -7.89 9.54 -0.47 0.055
O 0.85 -4.61 6.56 0.168
O 7.29 2.98 -5.59 0.059
O 1.21 -0.77 1.67 -0.068
O 7.45 0.77 -5.39 0.081
O -0.59 -4.70 8.31 0.059
O -2.80 3.93 -2.83 0.030
N -4.88 3.72 -2.15 0.046
N -4.10 4.10 -1.06 0.048
C 4.20 -0.63 -2.92 -0.193
C 2.12 -0.01 2.44 -0.269
C -0.52 -0.02 -0.19 -0.117
C -2.52 -4.63 7.07 -0.336
C -3.69 -3.80 6.64 -0.020
C 1.80 0.39 5.04 -0.167
C 4.94 -0.17 -1.66 -0.195
C 6.82 2.42 -6.82 -0.100
C 6.54 -0.03 -7.50 -0.023
C -2.15 -4.63 -8.21 -0.329
C -0.25 -4.58 7.00 -0.558
C -0.74 -3.38 0.73 -0.011
C -2.89 4.21 -1.50 -0.700
C 3.09 -1.63 -2.55 -0.163
C -3.39 -6.43 -7.63 -0.565
C -0.86 2.96 -0.25 -0.439
C 6.46 1.01 -6.41 -0.332
C 0.48 -4.49 -3.55 -0.065
C -2.08 -3.15 -7.94 -0.014
C 1.17 -4.47 2.02 -0.077
C 2.52 -0.95 5.23 -0.256
C 0.86 -3.14 -4.04 -0.520
C -5.75 6.62 -0.05 -0.037
C 2.72 0.98 1.38 -0.295
C -0.30 2.21 -1.46 -0.251
C 7.79 1.96 -4.84 -0.562
C 3.10 -2.96 -3.30 -0.151
C -1.74 4.34 7.03 -0.331
C 1.66 -2.13 4.77 -0.095
C -1.76 2.10 6.75 -0.565
C -1.96 -4.31 8.44 -0.097
C -6.87 7.59 0.19 -0.324
C -4.07 3.63 -3.15 -0.201
C 0.48 -4.26 0.69 -0.311
C 1.41 0.78 3.57 -0.262
C -7.20 9.78 0.67 -0.573
C -3.03 -5.04 -9.37 -0.098
C 2.72 -4.03 0.46 -0.564
C -0.80 -4.86 -3.51 0.061
C -0.11 0.76 3.42 -0.040
C 4.17 0.86 -0.78 -0.172
C -7.38 8.32 -1.03 -0.095
C -0.74 0.74 -1.50 -0.214
C 3.93 0.36 0.65 -0.139
C -2.25 5.39 7.99 -0.027
C -2.69 3.97 5.91 -0.091
B 1.02 -0.07 0.31 -0.696
H -0.51 -2.43 1.20 0.076
H -1.10 -3.18 -0.28 0.081
H -0.55 2.71 -2.40 0.088
H 2.37 1.20 5.50 0.101
H 2.76 -1.05 6.30 0.101
H -0.51 -0.26 3.43 0.089
H -3.21 5.09 8.40 0.088
H -1.14 -5.04 -8.33 0.160
H 2.86 -3.75 -2.58 0.096
H 5.12 -1.08 -1.07 0.104
H 3.77 0.22 -3.47 0.105
H -1.13 -5.58 -2.76 0.063
H -4.27 3.34 -4.16 0.129
H -0.77 4.64 6.62 0.160
H -3.46 -2.74 6.71 0.093
H -6.09 5.78 -0.65 0.071
H -1.99 -3.24 8.66 0.140
H -3.09 -2.74 -7.81 0.092
H 3.08 1.93 1.81 0.142
H 1.28 -5.15 -3.25 0.108
H -1.55 5.51 8.82 0.086
H 5.48 0.98 -5.93 0.157
H -8.16 7.80 -1.57 0.137
H 0.84 -2.29 5.48 0.066
H 0.79 2.23 -1.38 0.102
H 3.84 -0.73 0.64 0.102
H 4.09 -3.16 -3.70 0.122
H 3.48 -0.94 4.72 0.095
H 1.71 1.83 3.45 0.122
H -0.22 0.24 -2.33 0.101
H -1.54 -3.88 1.30 0.091
H 0.27 -5.22 0.22 0.150
H 4.79 0.62 1.27 0.117
H 4.73 1.79 -0.81 0.105
H 7.52 -0.01 -7.97 0.088
H -2.75 -5.70 6.99 0.156
H 2.10 -1.19 -2.63 0.104
H -4.92 7.10 -0.56 0.090
H 7.64 2.44 -7.54 0.136
H -0.12 3.04 0.55 0.074
H -3.93 -4.43 -9.44 0.137
H -1.50 -4.48 -4.24 0.066
H -2.35 6.35 7.48 0.090
H -1.21 0.34 0.59 0.085
H 1.27 -1.97 3.77 0.049
H 2.97 -0.62 2.76 0.132
H 3.20 1.05 -1.25 0.100
H -1.53 -2.95 -7.02 0.085
H 3.24 -1.88 -1.50 0.076
H -2.43 -4.87 9.25 0.135
H -1.72 2.43 0.16 0.077
H -3.73 3.95 6.25 0.137
H 2.27 -3.04 4.73 0.076
H -0.57 1.32 4.23 0.054
H -3.95 -4.01 5.60 0.088
H -1.81 0.71 -1.77 0.102
H 6.39 -1.02 -7.09 0.088
H 1.70 -0.71 -0.49 0.113
H -5.37 6.22 0.89 0.090
H -7.70 7.10 0.71 0.157
H 5.98 3.00 -7.20 0.137
H -0.41 1.25 2.49 0.068
H 1.14 -3.57 2.65 0.107
H 5.90 0.25 -1.96 0.096
H 0.79 -5.32 2.58 0.138
H -0.83 -1.06 -0.38 0.065
H -2.60 4.59 5.02 0.141
H 4.93 -1.08 -3.61 0.094
H 0.87 0.33 5.61 0.088
H -1.59 -2.63 -8.76 0.092
H -2.53 -5.06 -10.33 0.136
H 5.78 0.16 -8.25 0.090
H -4.56 -4.02 7.26 0.088
H -6.56 8.57 -1.72 0.138

=====

12
Properties=species:S:1:pos:R:3:lowdin_charge:R:1 method="wB97M-V/def2-TZVPD" energy_ev=-22179.83704 homo_energy_ev=-8.75 charge=0 gap_ev=8.04
Cl -3.91 1.04 -0.56 0.436
F 1.06 1.01 -0.99 -0.016
F -2.21 -0.91 0.36 -0.016
C -2.17 1.33 0.17 -0.507
C -1.53 0.17 0.67 -0.160
C 0.46 -0.16 -0.71 -0.103
C 1.44 -0.96 -0.04 -0.102
H 2.38 -0.85 -0.50 0.064
H -1.59 2.03 -0.40 0.076
H -2.57 1.85 1.07 0.078
H 1.05 -1.96 0.30 0.103
H 1.54 -0.20 0.87 0.146

=====

72
Properties=species:S:1:pos:R:3:lowdin_charge:R:1 method="wB97M-V/def2-TZVPD" energy_ev=-53692.98475 homo_energy_ev="-9.71 / -9.71" charge=+1 gap_ev="5.22 / 5.22"
Rh 0.88 -0.55 -0.83 1.222
O 2.40 -1.58 -2.15 -0.080
O 2.68 -2.11 -4.30 0.089
N -0.22 -1.93 -2.39 0.093
N 0.44 1.04 -2.31 -0.009
N 3.02 0.86 1.30 0.020
N 0.29 -2.13 0.67 0.006
N 2.73 -0.09 0.42 -0.045
N 0.70 2.28 -1.84 -0.081
N -0.40 -1.76 1.75 -0.075
N -0.16 0.92 0.61 0.003
C 2.04 -2.00 -3.28 -0.652
C -0.10 -3.35 0.36 -0.121
C -0.57 4.17 -1.11 0.021
C -2.35 -1.74 -1.32 -0.028
C -0.61 2.16 0.26 -0.249
C 0.02 0.67 1.95 -0.271
C -2.02 4.09 0.77 -0.027
C -1.24 -2.74 2.14 -0.026
C 0.55 -2.44 -3.31 -0.175
C 3.42 -1.16 0.78 -0.131
C -1.19 -3.82 -4.18 0.032
C -1.58 2.82 1.05 -0.025
C 0.24 -0.84 3.85 0.026
C -0.15 2.87 -0.88 -0.133
C -1.50 4.81 -0.31 -0.270
C -1.07 -3.79 1.26 -0.021
C 0.64 0.19 4.69 -0.273
C 0.72 1.47 4.15 -0.033
C 1.03 -0.08 6.11 -0.045
C 1.78 2.11 -3.75 0.002
C -2.03 -3.31 -3.17 -0.138
C -1.99 6.19 -0.61 -0.046
C 0.41 1.70 2.83 -0.049
C 0.10 -3.36 -4.27 0.033
C -4.13 -3.20 -2.01 -0.057
C -3.36 -3.75 -2.99 -0.015
C 4.18 -0.89 1.92 -0.031
C -3.63 -2.18 -1.18 -0.051
C -0.05 -0.63 2.51 -0.139
C 3.89 0.42 2.23 -0.060
C -1.51 -2.31 -2.30 -0.217
C 1.52 2.95 -2.70 -0.016
C 1.06 0.94 -3.47 -0.095
H 1.87 3.94 -2.49 0.136
H 2.59 1.77 1.26 0.156
H -2.80 4.53 1.37 0.121
H 0.94 0.83 6.71 0.082
H 0.51 2.70 2.44 0.116
H -2.92 6.13 -1.16 0.090
H -5.15 -3.54 -1.86 0.111
H 0.35 -3.89 -0.46 0.122
H 1.06 2.29 4.77 0.119
H 0.19 -1.85 4.23 0.126
H 0.97 0.06 -4.08 0.110
H 0.43 -0.87 6.55 0.083
H 2.39 2.29 -4.61 0.113
H -2.19 6.74 0.31 0.083
H -4.27 -1.75 -0.43 0.113
H -1.57 -4.55 -4.87 0.128
H -2.01 2.28 1.88 0.123
H 3.35 -2.07 0.20 0.106
H -1.89 -2.63 2.98 0.139
H 4.84 -1.55 2.44 0.104
H -1.93 -0.94 -0.71 0.093
H -1.28 6.75 -1.21 0.080
H 4.25 1.05 3.02 0.127
H -0.19 4.68 -1.98 0.114
H -3.76 -4.51 -3.65 0.122
H 0.80 -3.67 -5.04 0.128
H -1.57 -4.74 1.28 0.107
H 2.08 -0.39 6.15 0.086

=====

Relative energy (zero: lowest compared OMol25 entry of this formula, charge and spin) for the records above, in order: 2.273, 0.000, 6.110, 3.912 eV